Record 1
Computed, not measured: an isolated molecule of C22H22N2O3, with wB97M-V/def2-TZVPD.

XYZ file:
```
49
Properties=species:S:1:pos:R:3
C -8.03698 -1.79799 0.66334
N -6.96916 -1.12659 -0.03356
C -5.68204 -1.18437 0.38128
O -5.33656 -1.80127 1.37158
C -4.71311 -0.41604 -0.45670
C -3.58143 0.07549 0.17810
C -2.62196 0.79840 -0.52424
C -2.79854 1.01655 -1.88822
C -3.91647 0.50569 -2.52274
C -4.87542 -0.20560 -1.82314
H -5.72275 -0.61830 -2.35101
H -4.03760 0.66446 -3.58393
H -2.05996 1.57447 -2.43838
N -1.51419 1.26022 0.18783
C -0.49407 2.05644 -0.23838
O -0.40590 2.51427 -1.35569
C 0.59071 2.32221 0.80686
C 1.71570 1.34149 0.55616
C 2.98574 1.78411 0.28923
C 4.04633 0.88524 0.07150
C 5.36205 1.32283 -0.19792
C 6.36743 0.42851 -0.40396
C 6.11823 -0.96354 -0.35405
C 4.84994 -1.41905 -0.09422
C 3.79487 -0.50863 0.12270
C 2.48037 -0.94220 0.38912
C 1.47210 -0.04481 0.60003
H 0.47279 -0.40794 0.79258
H 2.27768 -2.00337 0.42191
H 4.62450 -2.47352 -0.04937
O 7.20990 -1.74596 -0.57805
C 7.04728 -3.14235 -0.55589
H 6.34305 -3.47629 -1.32486
H 8.03167 -3.55871 -0.76361
H 6.70610 -3.49108 0.42441
H 7.37680 0.74771 -0.61112
H 5.55963 2.38407 -0.23939
H 3.19251 2.84403 0.24136
C 0.13677 2.27472 2.26746
H -0.04830 1.25603 2.60463
H 0.92744 2.68012 2.89569
H -0.75792 2.87647 2.41828
H 0.96311 3.32772 0.58623
H -1.50370 0.97838 1.15779
H -3.46422 -0.12046 1.23484
H -7.21276 -0.54862 -0.82084
H -7.58929 -2.34400 1.49238
H -8.54882 -2.49938 0.00134
H -8.76154 -1.07954 1.05264
```

LUMO level, eV: 0.69
Highest occupied orbital energy, Eh: -0.2952
Energy relative to the best compared isomer or geometry (same formula, charge and spin), kcal/mol: 21.80
SMILES: CNC(=O)c1cccc(NC(=O)[C@@H](C)c2ccc3cc(OC)ccc3c2)c1
Kohn-Sham gap, hartree: 0.3206
Total charge: 0
DFT total energy, a.u.: -1186.82360

Here are the Löwdin charges for atoms 1 to 4, given in e: -0.07 0.01 -0.46 0.06



Record 2
Computed, not measured: C14H10F3N3O4RuS3 as an isolated structure, with wB97M-V/def2-TZVPD.

XYZ file:
```
38
Properties=species:S:1:pos:R:3
Ru 1.80716 -0.21679 0.07011
O 0.29000 3.49516 -2.35959
C 1.01119 3.00686 -1.32432
O 2.20544 3.03062 -1.28321
C 0.13269 2.58430 -0.18375
C -0.98184 3.34205 0.13262
C -1.68265 3.04543 1.29281
C -1.23095 2.01854 2.09447
C -0.12331 1.28350 1.68891
N 0.52870 1.54225 0.55186
C 0.40408 0.15118 2.58510
O -0.19889 -0.04262 3.63506
O 1.43945 -0.45036 2.15470
H 0.93870 3.73821 -3.03599
H -1.27245 4.15404 -0.51738
H -2.55639 3.62289 1.56787
H -1.69885 1.74126 3.02778
S 6.13867 -1.37735 0.61912
C 4.57058 -0.96351 0.33689
S 3.89415 0.64977 0.35769
S 3.24160 -2.01684 0.01159
N -3.64936 -3.48056 -0.09800
C -2.46212 -2.77557 -0.11067
C -1.40040 -3.13038 0.72080
C -0.24781 -2.37665 0.70285
N -0.09003 -1.30322 -0.08193
C -1.10629 -0.96035 -0.87700
C -2.29571 -1.65417 -0.92363
H -3.60831 -4.41606 0.26936
H -4.23340 -3.38813 -0.91161
H -1.47154 -3.98463 1.38145
H 0.59208 -2.61657 1.34248
H -0.94088 -0.09857 -1.51103
H -3.08401 -1.32773 -1.58991
F 0.90538 0.70404 -2.54379
C 1.83937 -0.21009 -1.99486
F 2.98044 0.07811 -2.65332
F 1.41551 -1.39803 -2.54350
```

LUMO level (spin up / spin down), eV: 2.36 / 2.33
Highest occupied orbital energy (spin up / spin down), Eh: -0.1551 / -0.1491
Energy relative to the best compared isomer or geometry (same formula, charge and spin), kcal/mol: 0.00
<S²>: 0.76
Multiplicity: 2
Kohn-Sham gap (spin up / spin down), hartree: 0.2420 / 0.2346
Total charge: -1
DFT total energy, a.u.: -2593.99614

Here are the Löwdin charges for atoms 1 to 4, given in e: 0.80 0.10 -0.50 0.12



Record 3
Computed, not measured: C42H43F3N2O3P3S4TeTi as an isolated structure in a non-equilibrium geometry, with wB97M-V/def2-TZVPD.

XYZ file:
```
102
Properties=species:S:1:pos:R:3
Ti -0.51388 -0.63023 1.46487
S -2.17083 0.46898 2.66554
S -2.34059 -1.06577 4.08096
S -2.32845 -2.77178 2.92909
S -0.39017 -2.94978 2.23417
C -1.53854 0.64707 -2.14296
N -0.24172 0.06342 -2.50238
C 0.93682 0.66544 -1.91154
P 1.32252 -0.01127 -0.24748
C 2.52470 1.21163 0.36246
C 3.77498 1.26107 -0.25859
C 4.69229 2.24112 0.08927
C 4.37056 3.18332 1.05898
C 3.13809 3.12819 1.69379
C 2.22541 2.14028 1.35293
C 2.29849 -1.51842 -0.50616
C 2.92411 -2.09851 0.59905
C 3.63195 -3.28008 0.44879
C 3.71423 -3.89496 -0.79410
C 3.08590 -3.32828 -1.89353
C 2.37555 -2.14304 -1.75118
C -0.16330 -0.29879 -3.88144
C -1.18880 -1.07184 -4.43228
C -1.14062 -1.46654 -5.75843
C -0.06929 -1.10456 -6.56437
C 0.93768 -0.32038 -6.02971
C 0.89049 0.09387 -4.70292
P -1.65137 1.46546 -0.48379
C -1.25846 3.20342 -0.90790
C -2.02831 3.85071 -1.88034
C -1.74891 5.15747 -2.23535
C -0.70393 5.84236 -1.62154
C 0.05100 5.21419 -0.64697
C -0.23064 3.89891 -0.29236
C -3.45556 1.62956 -0.26516
C -3.86019 2.47880 0.76818
C -5.20254 2.68727 1.02525
C -6.16535 2.05237 0.24923
C -5.77713 1.22068 -0.78739
C -4.42622 1.01028 -1.04684
H -2.28614 -0.14072 -2.15541
H -1.84426 1.40122 -2.87997
H 0.88722 1.75780 -1.82368
H 1.81586 0.44733 -2.51572
H 4.04219 0.52829 -1.01162
H 5.65783 2.26963 -0.39743
H 5.08757 3.94667 1.33028
H 2.88930 3.82799 2.48105
H 1.29291 2.09531 1.90479
H 2.86557 -1.63200 1.57740
H 4.11601 -3.72336 1.30854
H 4.26773 -4.81769 -0.90424
H 3.14489 -3.80482 -2.86259
H 1.88010 -1.72725 -2.62048
H -2.03402 -1.36418 -3.82719
H -1.94632 -2.06486 -6.16365
H -0.03030 -1.41951 -7.59752
H 1.76622 -0.00512 -6.64992
H 1.67422 0.74238 -4.33652
H -2.86211 3.34221 -2.35030
H -2.35204 5.64819 -2.98749
H -0.49148 6.86585 -1.89945
H 0.85636 5.74087 -0.15243
H 0.35719 3.42920 0.47673
H -3.12106 2.98760 1.37686
H -5.49761 3.34380 1.83237
H -7.21573 2.21581 0.44957
H -6.52111 0.73790 -1.40695
H -4.15935 0.36688 -1.87321
C 5.33614 -0.22774 4.03380
C 4.03534 0.46250 3.72578
O 2.96397 -0.48142 3.99031
P 1.42366 -0.10813 4.09157
O 0.88795 -0.24825 2.54872
Te 0.93302 1.89800 5.10119
O 0.85068 -1.40265 4.74875
C 1.21645 -1.77694 6.10737
C -0.00877 -2.34688 6.76969
H 6.15999 0.46385 3.85473
H 5.48124 -1.10289 3.40014
H 5.37326 -0.54399 5.07571
H 3.97493 0.75844 2.68082
H 3.87294 1.34179 4.35039
H 1.58332 -0.89445 6.63463
H 2.02549 -2.50040 6.02171
H -0.76040 -1.57495 6.93112
H 0.26517 -2.77295 7.73557
H -0.44339 -3.13599 6.15608
F -3.33713 -5.31608 -2.93347
C -4.07192 -4.37288 -2.33852
F -4.70248 -3.67711 -3.30149
F -5.00565 -4.97608 -1.59687
C -3.22278 -3.43843 -1.50282
C -3.83442 -2.58606 -0.61312
C -3.04871 -1.70362 0.11380
N -1.71845 -1.63304 -0.03279
C -1.13683 -2.47884 -0.91223
C -1.84375 -3.39023 -1.65611
H -4.90432 -2.59601 -0.45715
H -3.49807 -1.00984 0.80940
H -0.06120 -2.44098 -0.99541
H -1.32497 -4.04476 -2.34098
```

LUMO level, eV: -3.55
Highest occupied orbital energy, Eh: -0.3638
Energy relative to the best compared isomer or geometry (same formula, charge and spin), kcal/mol: 5.21
Kohn-Sham gap, hartree: 0.2333
Total charge: +1
DFT total energy, a.u.: -5995.42892

Here are the Löwdin charges for atoms 1 to 4, given in e: 0.32 0.15 0.08 0.06